62
Properties=species:S:1:pos:R:3:forces:R:3:lowdin_charge:R:1 method="wB97M-V/def2-TZVPD" homo_energy_ev=-6.97 e_above_lowest_kcal_mol=92.4 multiplicity=1 orbital_gap_ev=8.96 lumo_ev=1.995 total_energy_ha=-1604.63592 charge=-1
O -1.035769 -4.343429 -0.771802 -0.542 0.586 -0.892 -0.054
H -1.064863 -4.157746 -1.727869 0.460 -0.342 0.276 0.045
H -1.768509 -3.755340 -0.534062 0.053 -0.091 0.654 0.036
O -0.535369 -0.632317 -5.095683 0.072 0.061 -0.112 -0.054
H -3.495148 -1.641363 -0.302288 -0.289 0.137 -0.014 0.040
H 0.317160 -0.432493 -5.493373 0.025 0.037 0.003 0.047
O 0.989880 -3.141768 3.806531 1.718 -0.210 0.971 -0.073
H 2.129650 1.953834 2.618712 0.698 -1.399 -1.273 0.021
H 0.842525 -3.049619 2.862302 -1.001 0.058 0.019 -0.015
O 2.901921 1.437528 2.292503 1.604 0.366 1.897 -0.097
H -1.867226 1.901048 0.365764 1.177 0.240 0.499 -0.018
H 0.345099 0.748328 -3.122924 0.005 -0.199 1.155 0.010
O 1.357180 -2.064887 -3.010162 -0.940 0.230 0.487 -0.042
H 1.230077 -2.814457 -3.596322 0.941 0.111 -0.119 0.053
H 2.254601 -1.740159 -2.902200 0.198 -0.364 -0.408 0.042
O 2.564422 2.901824 -2.009196 -1.116 0.368 -0.265 -0.085
H 3.360577 -1.083301 -0.141905 -0.597 -0.190 -0.168 0.001
H 2.205940 3.654744 -2.505975 0.687 0.091 0.049 0.033
O 3.751757 -1.715024 -0.749554 1.149 -0.191 -0.412 -0.055
H 0.319653 -3.248001 4.476122 -0.889 0.023 -0.949 0.023
H -0.757758 0.161280 -4.589139 -0.160 0.047 -0.146 0.006
O 1.057953 -2.879935 0.747130 0.288 0.713 -0.088 -0.076
H 2.680903 0.711146 1.712505 -0.888 0.100 0.181 -0.012
H 1.691500 2.470559 -1.904245 0.557 -0.424 0.141 -0.012
O -2.511309 -2.747131 3.452549 1.000 -0.308 -0.931 -0.064
H 0.485145 -3.301238 0.105463 -0.400 -0.207 -0.361 0.001
H -3.102304 -2.847690 2.707673 -1.139 0.147 -0.039 -0.004
O 0.058953 1.643011 -2.939504 0.088 1.066 -1.268 -0.144
H 3.085070 -2.323223 -1.072761 -0.457 0.145 0.516 0.008
H -0.331661 1.985570 -2.047849 0.427 -1.201 0.719 -0.011
O -0.509810 2.414205 4.252858 0.954 -1.214 -0.611 -0.067
H 0.545677 2.184896 0.521849 -0.656 1.080 0.049 -0.008
H -0.072123 1.631294 4.635873 -0.437 0.423 0.665 0.052
O 1.791145 5.171694 1.866059 0.827 -1.301 0.831 -0.061
H 1.567889 4.646584 2.655931 -0.764 0.755 0.155 0.047
H 2.601091 4.648358 1.707923 0.067 0.681 -0.808 0.061
O -2.137597 1.449137 1.197903 -0.899 -0.853 0.282 -0.086
H -1.634068 1.711185 1.975880 -0.071 0.285 -0.627 0.013
H -1.717196 -2.783331 2.882778 0.232 0.211 0.960 0.030
O -4.308774 0.168944 2.060520 -1.087 -0.980 1.287 -0.086
H -3.527243 0.024683 1.514036 -0.070 1.000 -0.260 -0.007
H -4.987523 0.732718 1.692204 0.610 0.300 -0.525 0.033
O -2.469817 2.239908 -3.781826 0.468 0.639 1.039 -0.090
H -1.571703 2.410028 -4.103014 -0.052 -0.290 -0.353 0.012
H -2.260121 2.452260 -2.840531 -0.742 -0.474 -0.705 0.023
O -0.712518 2.536590 -0.636150 -0.585 -0.113 -1.754 -0.355
H -1.250426 3.227259 -1.045637 0.288 0.281 0.448 -0.017
O -1.462258 -1.491467 -2.534841 -1.078 -0.894 1.403 -0.052
H -1.743403 -0.579734 -2.617189 0.451 0.165 -0.545 0.026
H -0.739623 -1.751538 -3.099380 0.373 0.904 -0.457 -0.021
O 2.702772 -1.707275 2.253414 2.326 -0.836 -1.059 -0.085
H 3.002180 -2.519011 1.766798 -1.415 0.439 0.375 0.061
H 3.618268 -1.392797 2.335131 -0.350 0.882 0.713 0.053
O 1.318424 -0.227794 -0.422309 -0.709 0.285 0.032 -0.038
H 0.350055 -0.290868 -0.492111 0.171 -0.129 -0.165 0.071
H 1.418207 0.683422 -0.116863 0.372 0.019 -0.001 0.031
O 1.101138 2.547514 1.236378 -0.727 0.303 0.147 -0.110
H 1.238505 -1.960421 0.428593 -0.275 -0.861 0.439 0.017
H 1.027926 3.514427 1.174793 -0.288 -0.359 -0.575 0.029
O -3.616382 -1.903122 0.614200 0.495 -0.937 -0.088 -0.062
H -4.478547 -1.621725 0.943232 0.119 0.354 -0.206 0.034
H -0.244223 2.184203 3.343079 -0.278 0.837 -0.206 0.000